Record 1
{
  "formula": "H4O2Rb",
  "method": "wB97M-V/def2-TZVPD",
  "homo_lumo_gap_ev": 12.38,
  "charge": 1,
  "multiplicity": 1,
  "relative_energy_kcal_mol": 2.1,
  "symbols": ["H", "H", "Rb", "O", "H", "H", "O"],
  "xyz": [[-2.58, -1.98, -1.43], [-2.91, -0.50, -1.39], [-0.06, -0.18, 0.41], [-2.18, -1.12, -1.31], [2.98, 1.78, 0.81], [2.50, 0.81, 1.88], [2.25, 1.20, 1.04]],
  "mulliken_charge": [0.311, 0.318, 0.927, -0.592, 0.287, 0.320, -0.571]
}

***

Record 2
{
  "formula": "C37H26Cl2F12N6O2ReS",
  "method": "wB97M-V/def2-TZVPD",
  "homo_lumo_gap_ev": 3.08,
  "charge": 3,
  "multiplicity": 1,
  "relative_energy_kcal_mol": 0.0,
  "symbols": ["H", "H", "H", "C", "C", "C", "O", "N", "C", "H", "C", "F", "C", "C", "C", "C", "H", "H", "C", "Cl", "N", "C", "Re", "C", "H", "C", "F", "C", "N", "Cl", "F", "H", "C", "C", "C", "F", "C", "C", "F", "H", "C", "C", "S", "H", "H", "N", "F", "H", "C", "C", "F", "F", "C", "H", "C", "F", "C", "H", "F", "H", "F", "C", "C", "H", "H", "C", "C", "N", "H", "C", "C", "C", "O", "H", "H", "H", "C", "C", "C", "C", "H", "H", "H", "H", "H", "N", "F"],
  "xyz": [[0.23, -0.26, 6.66], [-4.60, -4.55, 0.85], [-3.00, 6.24, 1.02], [1.23, 0.66, -2.03], [-1.94, 0.44, 4.40], [-2.50, 1.99, -0.54], [-2.26, -0.20, -1.57], [0.66, -0.55, -1.83], [0.80, -1.61, 1.70], [-3.93, 5.74, -0.41], [3.33, 1.56, -3.14], [-3.28, 0.44, -3.81], [-1.13, 0.03, 2.12], [-3.57, -6.13, -1.98], [-4.28, -5.89, -0.82], [1.25, -3.01, 2.22], [-2.66, 0.89, 5.07], [-3.76, -7.02, -2.57], [2.02, -0.69, 1.39], [-2.77, -2.41, 0.44], [5.37, 0.48, -3.80], [-2.52, 4.29, 0.29], [-1.01, -1.27, -0.77], [-4.46, 0.51, -1.02], [-5.04, -6.60, -0.50], [6.51, 0.47, -1.97], [-4.91, -0.53, -1.72], [7.52, 0.27, -1.01], [2.37, 0.50, -2.70], [-1.73, -5.56, -3.85], [2.09, -2.91, 3.25], [8.03, 0.65, 1.02], [-4.05, -4.75, -0.05], [-2.33, -4.08, -1.67], [0.74, 1.99, -1.61], [0.17, -3.69, 2.61], [-2.96, 5.69, 0.09], [5.34, 1.15, -1.66], [1.85, -3.68, 1.25], [-2.90, 1.17, 2.64], [-0.76, -0.61, 6.36], [-0.17, -0.91, 2.64], [-1.09, -2.96, -2.22], [-1.52, -0.11, 6.95], [0.70, -1.68, 4.42], [-1.25, 0.35, 0.81], [-1.85, 1.98, -3.26], [-0.17, 1.91, -1.04], [-3.05, 0.96, -1.51], [-1.26, 2.64, 1.48], [-5.33, 1.50, -1.08], [2.84, -1.25, 0.51], [5.09, 1.66, -0.38], [-3.59, 3.58, -1.42], [7.28, 0.77, 0.25], [2.67, -0.40, 2.51], [1.53, -1.48, -2.42], [3.45, -1.18, -3.47], [1.56, 0.47, 0.86], [4.20, 2.22, -0.14], [-3.99, 2.39, -3.19], [-3.08, -3.90, -0.52], [6.08, 1.45, 0.55], [5.96, 1.84, 1.55], [8.43, -0.25, -1.27], [2.58, -0.83, -2.95], [-0.93, -0.38, 4.90], [4.65, 1.16, -2.84], [1.38, -2.54, -2.37], [-2.92, 3.29, -0.63], [-2.05, 0.64, 3.05], [-3.06, 1.46, -2.99], [0.17, -1.91, 0.49], [-0.78, -1.69, 6.57], [-1.29, 4.71, 2.00], [3.07, 2.49, -2.65], [-1.66, 3.94, 1.33], [-1.69, 1.61, 0.58], [-0.07, -1.04, 3.99], [-2.60, -5.24, -2.41], [-2.25, 6.20, -0.56], [-0.50, 2.38, 2.20], [3.23, 1.67, -4.22], [1.49, 2.49, -0.99], [0.54, 2.62, -2.48], [6.46, 0.09, -3.30], [-4.35, 0.13, 0.28]],
  "mulliken_charge": [0.389, 0.536, 0.442, 0.874, -1.407, -0.249, -0.228, 0.206, 1.743, 0.443, -1.218, -0.198, -0.198, -0.722, -0.489, 0.402, 0.449, 0.474, 0.491, -0.051, -0.606, 0.416, 0.884, 0.678, 0.440, 0.177, -0.219, -0.729, 0.234, -0.161, -0.215, 0.421, -0.944, 0.280, -1.016, -0.221, -1.656, 1.246, -0.167, 0.753, -1.547, -0.814, -0.225, 0.407, 0.828, 1.271, -0.167, -0.581, 0.797, 0.238, -0.217, -0.230, -0.632, 0.739, -0.608, -0.262, -0.560, 0.591, -0.104, 0.441, -0.205, 0.907, -0.655, 0.431, 0.465, -0.913, 0.562, 0.694, 0.547, -0.660, 0.112, 0.570, 0.211, 0.404, 0.534, 0.624, -1.329, -1.054, -0.835, 0.177, 0.334, 0.701, 0.222, 0.372, 0.757, -0.459, -0.160]
}

***

Record 3
{
  "formula": "C3H6N2O",
  "method": "wB97M-V/def2-TZVPD",
  "homo_lumo_gap_ev": [8.18, 8.18],
  "multiplicity": 1,
  "relative_energy_kcal_mol": 124.7,
  "symbols": ["H", "N", "H", "H", "C", "H", "C", "O", "C", "H", "H", "N"],
  "xyz": [[0.80, -1.19, 0.24], [-0.03, 2.14, -1.73], [0.15, -1.98, -1.33], [-0.83, 0.62, 1.26], [-0.01, 1.15, -0.81], [0.73, 1.64, 1.17], [-0.26, 1.39, 0.70], [-0.01, 1.72, -2.86], [0.77, -1.16, -0.95], [-0.84, 2.36, 0.76], [1.68, -1.43, -1.39], [0.45, 0.16, -1.47]],
  "mulliken_charge": [0.238, -0.229, 0.271, 0.348, 0.790, 0.250, -0.965, -0.249, -0.733, 0.321, 0.298, -0.340]
}

***

Record 4
{
  "formula": "C5H11F",
  "method": "wB97M-V/def2-TZVPD",
  "homo_lumo_gap_ev": 11.80,
  "multiplicity": 1,
  "relative_energy_kcal_mol": 20.7,
  "symbols": ["C", "H", "H", "H", "H", "H", "H", "C", "H", "F", "C", "C", "H", "H", "H", "H", "C"],
  "xyz": [[1.01, -0.25, 0.47], [-0.49, 1.93, 0.09], [-1.30, -2.12, 0.72], [1.55, 1.71, -0.36], [1.95, 0.20, -1.33], [-2.34, -1.24, -0.39], [-0.19, 0.19, -1.18], [-0.44, -0.23, -0.11], [-1.52, 1.08, 1.43], [1.59, -1.51, 0.32], [-1.35, -1.50, -0.15], [-1.22, 1.10, 0.36], [-2.11, 1.31, -0.24], [0.96, -0.04, 1.59], [2.94, 0.70, 0.08], [-0.99, -2.01, -1.01], [1.96, 0.67, -0.28]],
  "mulliken_charge": [0.462, 0.264, 0.331, 0.272, 0.326, 0.428, 0.091, 0.418, 0.344, -0.348, -1.410, -1.257, 0.392, 0.256, 0.382, 0.344, -1.295]
}

***

Record 5
{
  "formula": "C3H5BrS2",
  "method": "wB97M-V/def2-TZVPD",
  "homo_lumo_gap_ev": 7.66,
  "multiplicity": 1,
  "relative_energy_kcal_mol": 5.7,
  "symbols": ["S", "H", "H", "H", "H", "H", "C", "S", "Br", "C", "C"],
  "xyz": [[1.04, -1.78, -0.38], [-2.05, 1.08, 1.43], [0.48, 0.34, -1.24], [-1.57, -1.21, 0.24], [-0.48, 1.77, 0.66], [-0.45, -0.99, -1.85], [-1.24, 0.89, 0.72], [2.28, -0.43, 1.33], [3.05, 1.08, 0.04], [-0.05, -0.49, -1.02], [-1.01, -0.25, 0.09]],
  "mulliken_charge": [-0.074, 0.263, 0.422, 0.223, 0.142, 0.315, -0.606, -0.060, -0.005, -0.750, 0.130]
}

***

Record 6
{
  "formula": "C31H33BrN4NaO",
  "method": "wB97M-V/def2-TZVPD",
  "homo_lumo_gap_ev": 6.16,
  "charge": -1,
  "multiplicity": 1,
  "relative_energy_kcal_mol": 4.7,
  "symbols": ["H", "Na", "C", "H", "O", "C", "C", "H", "N", "C", "H", "N", "H", "H", "C", "H", "Br", "H", "C", "N", "C", "C", "H", "H", "C", "C", "H", "H", "C", "C", "H", "H", "H", "C", "C", "C", "C", "H", "C", "C", "H", "H", "H", "C", "H", "H", "H", "C", "C", "H", "H", "C", "H", "H", "C", "H", "C", "C", "H", "C", "C", "H", "H", "H", "C", "H", "C", "C", "N", "H", "C"],
  "xyz": [[5.50, 0.42, -2.94], [-0.66, 1.71, -1.44], [2.65, 1.31, -1.32], [-0.41, -3.16, -3.38], [-1.21, -0.18, -1.10], [0.80, -2.44, 4.51], [-3.90, 2.13, -2.14], [-2.55, -3.22, 4.24], [-0.49, 3.98, -1.40], [0.99, 5.89, -0.99], [-0.89, -0.32, 3.37], [-1.49, 4.74, -1.38], [1.68, 0.11, 0.17], [-6.01, 4.58, -1.19], [-0.62, -3.16, -1.25], [-1.49, -1.86, -2.79], [-1.27, 1.66, 1.30], [5.31, -1.54, -1.42], [-0.21, -4.51, 3.60], [1.61, 2.26, -1.32], [0.76, 4.50, -1.19], [-1.65, -2.82, 4.71], [0.74, -4.61, -0.29], [-3.85, 1.10, -2.46], [1.85, 3.53, -1.14], [-1.81, -4.13, -1.30], [2.41, 7.43, -0.59], [-3.81, 5.73, -0.95], [-0.60, -2.91, 1.24], [-3.88, 4.71, -1.30], [-1.85, -4.75, -0.40], [-0.07, -4.99, 4.58], [-2.75, -3.57, -1.36], [4.68, 0.35, -2.24], [2.23, 6.37, -0.74], [-5.09, 4.06, -1.43], [3.15, 4.11, -0.84], [0.68, -4.71, 3.00], [-2.71, 4.02, -1.59], [-0.64, -2.28, 2.47], [4.00, 3.44, -0.74], [-1.73, -4.79, -2.17], [-1.07, -4.98, 3.12], [3.32, 5.44, -0.65], [3.37, -1.68, 0.13], [0.78, -4.61, -2.05], [-6.03, 2.19, -1.96], [-0.75, -2.27, 0.00], [3.49, -0.82, -0.52], [1.55, -3.29, -1.15], [1.70, -2.57, 3.90], [-1.02, -0.24, 1.26], [-0.42, -3.97, 1.21], [0.13, 6.55, -1.04], [-5.11, 2.74, -1.85], [4.31, 5.82, -0.42], [0.69, -3.97, -1.17], [-0.85, -0.90, 2.45], [0.69, -1.37, 4.70], [-1.01, -0.86, -0.04], [-0.43, -3.01, 3.80], [3.80, 2.20, -2.89], [-1.49, -3.34, 5.67], [0.25, -1.69, -2.62], [4.57, -0.75, -1.40], [0.96, -2.94, 5.47], [2.54, 0.19, -0.49], [-0.57, -2.41, -2.59], [-2.72, 2.76, -2.03], [-1.82, -1.76, 4.93], [3.73, 1.36, -2.21]],
  "mulliken_charge": [0.344, 1.140, -0.246, 0.497, -1.127, -1.659, -0.374, 0.368, 0.803, -0.540, 0.371, -1.305, 0.373, 0.356, 1.936, 0.303, -0.237, 0.368, -2.082, -0.193, 0.039, -1.720, 0.270, 0.379, 0.852, -1.726, 0.354, 0.417, 0.611, -0.279, 0.255, 0.438, 0.355, -0.545, -0.722, -0.339, -0.619, 0.375, 0.221, -0.490, 0.411, 0.454, 0.375, -0.669, 0.378, 0.475, 0.375, 0.070, -0.455, 0.228, 0.343, -0.293, 0.217, 0.398, -0.571, 0.351, -1.567, -0.955, 0.317, 0.981, 2.072, 0.523, 0.454, 0.311, -0.602, 0.444, -0.289, -1.932, -0.244, 0.310, -0.134]
}

***

Question: multiplicity of number 1 (H4O2Rb)?
Answer: 1

***

Question: Which value of multiplicity does entry 3 give?
Answer: 1